#w
The following is a DFT calculation (wB97M-V/def2-TZVPD) of a 2-piece molecular cluster, C3H3IS overall.

Computed properties:
Spin multiplicity: 1
Total charge: 0
HOMO-LUMO gap (spin up / spin down): 6.25 / 6.24 eV
HOMO (spin up / spin down): -9.162 / -9.156 eV

Element x y z (Å)
C: -2.1979 1.8236 0.0811
C: -1.1590 1.2650 0.3485
C: 1.5142 -1.2838 -0.2796
S: 1.3442 0.2514 0.7498
I: -4.0475 2.5348 0.4793
H: 2.0638 -1.2602 -1.3096
H: 0.4304 -1.5100 -0.4795
H: 2.0518 -1.8209 0.4100

#x
The following is a DFT calculation (wB97M-V/def2-TZVPD) of a 2-piece molecular cluster, C3H3IS overall.

Computed properties:
Spin multiplicity: 1
Total charge: 0
HOMO-LUMO gap (spin up / spin down): 4.65 / 4.62 eV
HOMO (spin up / spin down): -7.817 / -7.796 eV

Element x y z (Å)
C: -0.4634 -1.8272 0.4193
C: 0.2213 -0.8836 0.0810
C: 1.0518 0.0957 -0.2766
S: -1.4301 2.1405 0.4792
I: 3.0881 0.0090 -0.0233
H: -1.3128 -2.2536 0.8496
H: 0.5531 0.8263 -0.9306
H: -1.4673 2.7840 -0.7895

#y
The following is a DFT calculation (wB97M-V/def2-TZVPD) of one molecule with the formula C3H3IS.

Computed properties:
Spin multiplicity: 1
SMILES: CSC#CI
Total charge: 0
HOMO-LUMO gap: 8.75 eV
HOMO: -8.758 eV

Element x y z (Å)
C: -1.0522 -0.8656 -0.0848
C: -2.0562 -0.2082 -0.1699
C: 1.4579 0.2167 0.0210
S: 0.6916 -1.4475 0.0576
I: -3.8576 0.8390 0.0696
H: 0.8543 0.8783 -0.7598
H: 2.5229 -0.0450 -0.2942
H: 1.4393 0.6322 1.1605

Stability ranking, top and bottom: #y is the most stable and #w is the least stable.

#w
The following is a DFT calculation (wB97M-V/def2-TZVPD) of one molecule with the formula C2H4O3.

Computed properties:
Spin multiplicity: 1
SMILES: CC(=O)OO
Total charge: 0
HOMO-LUMO gap: 11.39 eV
HOMO: -10.631 eV

Element x y z (Å)
C: 1.2607 -0.3481 0.0596
C: -0.0917 0.2295 0.0429
H: 1.3194 -0.8613 0.9681
H: 2.0107 0.4729 -0.0376
H: 1.4065 -0.9419 -0.8862
H: -2.0785 0.8731 -0.0680
O: -0.3521 1.4064 -0.0472
O: -1.1114 -0.7443 -0.1231
O: -2.3637 -0.0861 0.0915

#x
The following is a DFT calculation (wB97M-V/def2-TZVPD) of a 2-piece molecular cluster, C2H4O3 overall.

Computed properties:
Spin multiplicity: 1
SMILES: O=CO.C=O
Total charge: 0
HOMO-LUMO gap: 9.96 eV
HOMO: -10.423 eV

Element x y z (Å)
O: -1.4483 -1.4798 0.3719
C: -0.7221 -1.5076 -0.6272
H: -0.6782 -0.6860 -1.3509
H: -0.1305 -2.4493 -0.8917
O: 1.6391 1.4626 -0.5048
C: 0.9010 1.5897 0.4561
O: -0.0623 0.7190 0.8413
H: 1.1259 2.4973 1.0311
H: -0.6246 -0.1460 0.6743

Stability ranking, top and bottom: #x is the most stable and #w is the least stable.

#w
The following is a DFT calculation (wB97M-V/def2-TZVPD) of one molecule with the formula C2H4O3.

Computed properties:
Spin multiplicity: 1
SMILES: O=C(O)CO
Total charge: 0
HOMO-LUMO gap: 10.43 eV
HOMO: -10.313 eV

Element x y z (Å)
C: 0.5663 -0.5327 0.0414
C: -0.6916 0.4077 -0.3684
O: -1.7119 -0.4104 -0.3182
O: 1.7158 0.2284 0.2553
O: -0.5889 1.5965 -0.3019
H: -1.9453 -0.0259 0.6531
H: 1.5061 1.1523 0.0483
H: 0.4334 -1.2677 0.8480
H: 0.7160 -1.1483 -0.8575

#x
The following is a DFT calculation (wB97M-V/def2-TZVPD) of a 2-piece molecular cluster, C2H4O3 overall.

Computed properties:
Spin multiplicity: 1
SMILES: O=CO.C=O
Total charge: 0
HOMO-LUMO gap: 10.63 eV
HOMO: -10.538 eV

Element x y z (Å)
O: 0.0074 1.4494 -0.9707
C: -1.1905 1.3300 -1.0274
H: -1.7613 1.4438 -1.9587
H: -1.7508 1.0903 -0.1098
O: 2.0891 -1.5884 0.3945
C: 1.1136 -1.3425 1.0507
O: 0.0132 -0.7524 0.5715
H: 1.1771 -1.5609 2.1239
H: 0.3021 -0.0692 -0.0741

#y
The following is a DFT calculation (wB97M-V/def2-TZVPD) of a 2-piece molecular cluster, C2H4O3 overall.

Computed properties:
Spin multiplicity: 1
SMILES: C=C=O.OO
Total charge: 0
HOMO-LUMO gap: 10.11 eV
HOMO: -9.313 eV

Element x y z (Å)
C: -1.3437 0.7121 -0.7282
C: -1.2222 0.3767 0.4745
O: -1.5025 0.8685 -1.8550
O: 1.8658 -0.2431 0.5646
O: 1.0822 -0.8673 -0.4576
H: -1.2904 0.7791 1.4429
H: -0.6010 -0.4647 0.3666
H: 1.7121 -1.1751 -1.0815
H: 1.2998 0.0138 1.2738

Stability ranking, top and bottom: #x is the most stable and #y is the least stable.